1.
Here is a 4-piece molecular cluster, H8O4 overall from the OMol25 dataset. Energies are from ωB97M-V/def2-TZVPD.

Geometry as ORCA input:
```
! wB97M-V def2-TZVPD RIJCOSX def2/J DEFGRID3
* xyz 0 1
O 0.6044 -0.8355 -0.3109
H -0.3241 -1.1064 -0.2310
H 1.0834 -1.6286 -0.5661
O 2.4606 1.7541 -0.9667
H 2.3562 0.8259 -1.1926
H 1.6030 2.0220 -0.6258
O -0.1381 1.4165 1.1600
H -0.9229 0.8854 1.3245
H 0.3331 0.9242 0.4752
O -2.0961 -1.1238 0.2839
H -1.9476 -1.9989 0.6595
H -3.0121 -1.1349 -0.0101
*
```

Output
- Lowest unoccupied orbital energy: 0.0 eV
- Relative energy (zero: lowest compared OMol25 entry of this formula, charge and spin): 0.852 eV
- Gap between HOMO and LUMO: 0.400 Ha
- SMILES: O.O.O.O

For reference, the natural (NBO) charges in units of e are:
1. O -0.980
2. H 0.494
3. H 0.477
4. O -0.939
5. H 0.470
6. H 0.471
7. O -0.957
8. H 0.470
9. H 0.479
10. O -0.957
11. H 0.480
12. H 0.493


2.
Here is C5H9N as an isolated structure from the OMol25 dataset. Energies are from ωB97M-V/def2-TZVPD.

Geometry as ORCA input:
```
! wB97M-V def2-TZVPD RIJCOSX def2/J DEFGRID3
* xyz 0 1
C 1.7426 1.2515 0.0480
C -2.1276 -0.4313 0.2735
C 1.0495 -0.0728 0.0059
C 0.0863 -0.5601 -0.9763
C -0.8548 0.1548 -0.2649
N 1.6231 -1.1440 0.5097
H 0.9664 -1.8838 0.7473
H 0.0198 -1.5739 -1.3476
H -0.8738 1.2319 -0.4030
H 1.4827 1.7760 0.9680
H 1.4635 1.8789 -0.7973
H 2.8191 1.0869 0.0340
H -2.4661 0.1064 1.1603
H -2.0100 -1.4882 0.5130
H -2.9210 -0.3323 -0.4705
*
```

Output
- Lowest unoccupied orbital energy: 0.7 eV
- Relative energy (zero: lowest compared OMol25 entry of this formula, charge and spin): 3.710 eV
- Gap between HOMO and LUMO: 0.327 Ha

For reference, the natural (NBO) charges in units of e are:
1. C -0.657
2. C -0.662
3. C 0.262
4. C -0.252
5. C -0.120
6. N -0.704
7. H 0.335
8. H 0.212
9. H 0.220
10. H 0.227
11. H 0.215
12. H 0.251
13. H 0.222
14. H 0.218
15. H 0.234


3.
Here is C24H29AsN2O10PtS3 as an isolated structure from the OMol25 dataset. Energies are from ωB97M-V/def2-TZVPD.

Geometry as ORCA input:
```
! wB97M-V def2-TZVPD RIJCOSX def2/J DEFGRID3
* xyz 2 5
Pt -0.0055 0.7546 0.9032
C -1.5199 3.2090 5.6110
O -1.4444 3.0978 4.1783
C -1.0476 1.9947 3.5921
O -1.0924 1.9815 2.3508
N -0.6480 0.9596 4.3471
N -0.2486 -0.2269 3.7301
H -1.9335 4.1949 5.7960
H -0.5241 3.1490 6.0518
H -2.1875 2.4503 6.0197
H -0.5573 1.0622 5.3457
H -0.8414 -0.9891 4.0339
H 0.7190 -0.4186 3.9631
O 3.6536 -0.6925 3.0936
As 2.9981 -0.2016 1.5583
O 4.4298 0.6415 1.0098
O 1.6744 0.7638 2.0513
C 2.5476 -1.8938 0.8193
C 2.7396 -3.0587 1.5522
C 2.4170 -4.2765 0.9649
C 1.9311 -4.3259 -0.3318
C 1.7480 -3.1581 -1.0620
C 2.0521 -1.9481 -0.4684
S 1.8454 -0.4234 -1.3170
O 0.3882 -0.0641 -1.1993
O 2.2883 -0.5570 -2.6596
O 2.5958 0.5184 -0.4412
H 4.4922 -0.2739 3.3329
H 3.1498 -3.0195 2.5521
H 2.5683 -5.1922 1.5203
H 1.7102 -5.2819 -0.7864
H 1.4066 -3.1867 -2.0876
O -0.1089 2.6671 -0.0061
S -0.1142 3.3108 -1.4171
C -1.2791 2.4181 -2.4507
C -2.6978 2.5421 -1.8981
C -3.0365 1.6045 -0.7373
C -3.0145 0.1390 -1.1451
S -2.9210 -0.9311 0.2992
O -1.5006 -0.7189 0.8871
C -2.8850 -2.5057 -0.4888
C -3.9066 -3.3872 -0.1619
C -3.9352 -4.6342 -0.7734
C -2.9461 -4.9781 -1.6805
C -1.9202 -4.0867 -1.9847
C -1.8818 -2.8404 -1.3897
C 1.4679 3.0539 -2.1623
C 1.6357 2.6063 -3.4675
C 2.9176 2.5677 -3.9974
C 4.0020 2.9650 -3.2338
C 3.8212 3.4148 -1.9328
C 2.5498 3.4760 -1.3922
H -0.9166 1.3999 -2.5595
H -1.2110 2.9275 -3.4137
H -3.3810 2.3620 -2.7319
H -2.8782 3.5706 -1.5797
H -4.0305 1.8601 -0.3661
H -2.3538 1.7918 0.1012
H -2.1697 -0.1305 -1.7805
H -3.9365 -0.1543 -1.6512
H -4.6684 -3.1056 0.5527
H -4.7250 -5.3323 -0.5367
H -2.9707 -5.9483 -2.1572
H -1.1572 -4.3686 -2.6985
H -1.0861 -2.1414 -1.6053
H 0.8048 2.2839 -4.0734
H 3.0653 2.2161 -5.0085
H 4.9959 2.9289 -3.6562
H 4.6699 3.7302 -1.3432
H 2.3974 3.8384 -0.3838
*
```

Output
- Lowest unoccupied orbital energy (alpha / beta): -5.0 / -8.2 eV
- Relative energy (zero: lowest compared OMol25 entry of this formula, charge and spin): 0.393 eV
- Gap between HOMO and LUMO (alpha / beta): 0.341 / 0.223 Ha
- ⟨S²⟩: 6.012

For reference, the natural (NBO) charges in units of e are:
1. Pt 1.764
2. C -0.280
3. O -0.451
4. C 0.922
5. O -0.705
6. N -0.466
7. N -0.641
8. H 0.241
9. H 0.195
10. H 0.198
11. H 0.406
12. H 0.379
13. H 0.380
14. O -1.014
15. As 2.411
16. O -0.455
17. O -1.066
18. C -0.473
19. C -0.160
20. C -0.172
21. C -0.156
22. C -0.189
23. C -0.260
24. S 2.412
25. O -1.034
26. O -0.882
27. O -1.000
28. H 0.527
29. H 0.256
30. H 0.247
31. H 0.244
32. H 0.247
33. O -0.920
34. S 1.288
35. C -0.606
36. C -0.415
37. C -0.419
38. C -0.601
39. S 1.277
40. O -1.004
41. C -0.215
42. C -0.206
43. C -0.192
44. C -0.157
45. C -0.189
46. C -0.235
47. C -0.222
48. C -0.211
49. C -0.186
50. C -0.159
51. C -0.177
52. C -0.216
53. H 0.258
54. H 0.269
55. H 0.240
56. H 0.243
57. H 0.245
58. H 0.217
59. H 0.243
60. H 0.263
61. H 0.238
62. H 0.244
63. H 0.240
64. H 0.228
65. H 0.234
66. H 0.224
67. H 0.240
68. H 0.239
69. H 0.237
70. H 0.236


4.
Here is one molecule with the formula C13H20ClNO2 from the OMol25 dataset. Energies are from ωB97M-V/def2-TZVPD.

Geometry as ORCA input:
```
! wB97M-V def2-TZVPD RIJCOSX def2/J DEFGRID3
* xyz 0 1
C -3.7640 -2.2327 -3.1350
C -3.2590 -1.1501 -2.2303
C -4.1097 -0.1843 -1.7173
C -3.6247 0.8058 -0.8781
C -2.2857 0.8304 -0.5498
C -1.4024 -0.1328 -1.0549
C -1.9090 -1.1148 -1.8937
H -1.2537 -1.8696 -2.2999
O -0.1078 -0.0189 -0.6686
C 0.8364 -0.9589 -1.1343
C 2.1993 -0.5714 -0.5284
O 2.6287 0.6632 -1.0248
H 2.0695 1.3471 -0.6362
C 2.1135 -0.5885 1.0052
N 3.3418 -0.0906 1.5768
H 4.1305 -0.6516 1.2711
C 3.3615 0.0615 3.0201
C 3.3321 -1.2663 3.7902
H 3.3766 -1.0803 4.8600
H 4.1857 -1.8819 3.5102
H 2.4197 -1.8193 3.5787
C 4.6057 0.8643 3.3953
H 4.6383 1.7831 2.8170
H 4.5952 1.1108 4.4537
H 5.5041 0.2898 3.1804
H 2.4702 0.6434 3.2864
H 1.3054 0.0799 1.3192
H 1.8500 -1.6147 1.3200
H 2.9461 -1.2980 -0.8694
H 0.5606 -1.9746 -0.8220
H 0.9059 -0.9196 -2.2287
Cl -1.6634 2.0540 0.4987
H -4.2840 1.5589 -0.4766
H -5.1587 -0.1988 -1.9701
H -3.6258 -3.2084 -2.6706
H -4.8206 -2.0981 -3.3488
H -3.2144 -2.2311 -4.0749
*
```

Output
- Lowest unoccupied orbital energy: 0.8 eV
- Relative energy (zero: lowest compared OMol25 entry of this formula, charge and spin): 0.169 eV
- Gap between HOMO and LUMO: 0.343 Ha
- SMILES: Cc1ccc(Cl)c(OC[C@@H](O)CNC(C)C)c1

For reference, the natural (NBO) charges in units of e are:
1. C -0.630
2. C 0.021
3. C -0.241
4. C -0.201
5. C -0.111
6. C 0.375
7. C -0.323
8. H 0.218
9. O -0.520
10. C -0.088
11. C 0.083
12. O -0.700
13. H 0.473
14. C -0.244
15. N -0.621
16. H 0.349
17. C -0.040
18. C -0.628
19. H 0.211
20. H 0.198
21. H 0.206
22. C -0.605
23. H 0.220
24. H 0.206
25. H 0.197
26. H 0.184
27. H 0.203
28. H 0.164
29. H 0.175
30. H 0.176
31. H 0.189
32. Cl 0.008
33. H 0.228
34. H 0.213
35. H 0.220
36. H 0.217
37. H 0.220


5.
Here is a 6-piece molecular cluster, C30H70N2O6 overall from the OMol25 dataset. Energies are from ωB97M-V/def2-TZVPD.

Geometry as ORCA input:
```
! wB97M-V def2-TZVPD RIJCOSX def2/J DEFGRID3
* xyz 0 1
C -3.3455 3.7144 2.2768
C -2.4330 2.7551 3.1465
C -1.0224 2.7650 2.4540
C 0.2291 2.3320 3.2492
C 0.2043 3.0830 4.5966
C -1.1192 2.8963 5.3824
N -2.2941 3.2642 4.5235
O -3.4901 3.2465 5.1332
C -1.2556 1.5099 6.0553
C -1.0625 3.9976 6.4209
C -3.0135 1.2929 3.0570
H -4.3724 3.6212 2.6302
H -3.3037 3.4432 1.2219
H -3.0425 4.7511 2.4240
H -0.9858 2.2372 1.5010
H -0.9522 3.8474 2.3460
H 1.1255 2.4387 2.6383
H 0.0901 1.2542 3.3330
H 0.2976 4.1047 4.2283
H 1.0863 2.8718 5.2012
H -0.7005 0.8589 5.3800
H -0.7750 1.4863 7.0334
H -2.2940 1.1815 6.0992
H -0.0657 3.9866 6.8619
H -1.3334 4.9892 6.0584
H -1.7545 3.7840 7.2354
H -3.2699 0.9108 2.0689
H -3.7872 1.1476 3.8109
H -2.1899 0.6980 3.4518
H -3.6185 2.3015 5.2429
C 1.3648 0.3158 -4.9491
C 0.7444 -1.1361 -4.8468
C -0.4580 -1.1532 -3.8659
C -1.7237 -0.6147 -4.4873
C -2.1256 -1.3145 -5.8020
C -0.9262 -1.3827 -6.8352
N 0.3439 -1.7098 -6.1506
O 1.3933 -1.8231 -7.0020
C -1.2991 -2.4085 -7.8959
C -0.7860 -0.0116 -7.6090
C 1.8214 -2.0022 -4.2589
H 0.6259 1.1064 -4.8186
H 1.8119 0.5863 -5.9057
H 2.0967 0.5330 -4.1711
H -0.6941 -2.1544 -3.5052
H -0.1818 -0.4656 -3.0666
H -1.6085 0.4182 -4.8158
H -2.5464 -0.4940 -3.7825
H -3.0056 -0.7437 -6.0987
H -2.4023 -2.3436 -5.5730
H -2.1417 -2.0502 -8.4873
H -0.5392 -2.6260 -8.6464
H -1.6352 -3.3515 -7.4647
H -0.6096 0.7944 -6.8966
H 0.0640 -0.0918 -8.2866
H -1.6432 0.2549 -8.2273
H 1.9542 -1.7662 -3.2031
H 2.7804 -1.8540 -4.7554
H 1.5420 -3.0556 -4.2368
H 1.2380 -2.7513 -7.1913
C 1.0036 0.1071 -0.1282
C -0.2545 -0.5983 0.5060
C -1.5416 -0.4276 -0.2755
O 0.0907 -1.9886 0.5704
H 0.7589 1.1690 -0.1035
H 1.0401 -0.1119 -1.1954
H 2.0025 -0.1255 0.2406
H -0.4585 -0.1991 1.4995
H -1.4367 -0.6059 -1.3457
H -1.7344 0.6408 -0.1782
H -2.3439 -1.0160 0.1696
H 0.8458 -2.0561 1.1594
C -2.7801 -5.2495 2.4857
C -1.6974 -4.2645 2.1983
C -0.4151 -4.5777 3.0289
O -1.3826 -4.4444 0.8173
H -2.9925 -5.2095 3.5540
H -2.3922 -6.2524 2.3073
H -3.6426 -5.0455 1.8512
H -2.0166 -3.2278 2.3048
H 0.3566 -3.8239 2.8730
H 0.0259 -5.5272 2.7254
H -0.7743 -4.5363 4.0572
H -1.0588 -3.6420 0.4015
C 4.2095 5.2482 0.0051
C 2.9537 4.4020 -0.2032
C 2.3583 3.6406 0.9113
O 1.9944 5.2975 -0.6506
H 5.0008 4.5154 0.1624
H 4.2242 5.7633 0.9656
H 4.4797 5.9862 -0.7502
H 3.2764 3.7574 -1.0208
H 2.9804 2.8046 1.2309
H 1.4238 3.2773 0.4837
H 2.0407 4.3087 1.7118
H 1.8333 6.0057 -0.0228
C 3.0553 -4.5928 1.8514
C 3.3490 -3.1366 1.4869
C 3.6330 -2.8404 -0.0071
O 2.2804 -2.4464 2.0608
H 2.2409 -5.0068 1.2569
H 2.7025 -4.7478 2.8710
H 3.9440 -5.2232 1.8219
H 4.2418 -2.8552 2.0453
H 2.7504 -2.8198 -0.6463
H 4.4384 -3.4624 -0.3977
H 3.9719 -1.8076 0.0748
H 2.4078 -2.5303 3.0086
*
```

Output
- Lowest unoccupied orbital energy: 0.3 eV
- Relative energy (zero: lowest compared OMol25 entry of this formula, charge and spin): 2.675 eV
- Gap between HOMO and LUMO: 0.303 Ha
- SMILES: CC1(C)CCCC(C)(C)N1O.CC1(C)CCCC(C)(C)N1O.CC(C)O.CC(C)O.CC(C)O.CC(C)O

Results of the Mulliken charge analysis, in e, for atoms 1 through 99:
1. C -1.926
2. C 1.498
3. C -1.200
4. C 0.158
5. C -1.769
6. C 1.840
7. N 0.161
8. O -0.479
9. C -1.437
10. C -2.009
11. C -1.419
12. H 0.456
13. H 0.291
14. H 0.446
15. H 0.072
16. H 0.452
17. H 0.115
18. H 0.053
19. H 0.369
20. H 0.548
21. H 0.349
22. H 0.454
23. H 0.207
24. H 0.426
25. H 0.418
26. H 0.437
27. H 0.400
28. H 0.335
29. H 0.413
30. H 0.352
31. C -1.785
32. C 1.587
33. C -0.572
34. C -0.848
35. C -1.092
36. C 1.361
37. N 0.386
38. O -0.475
39. C -1.920
40. C -1.703
41. C -1.856
42. H 0.364
43. H 0.383
44. H 0.430
45. H 0.419
46. H -0.183
47. H 0.238
48. H 0.450
49. H 0.451
50. H 0.360
51. H 0.388
52. H 0.475
53. H 0.402
54. H 0.345
55. H 0.369
56. H 0.432
57. H 0.202
58. H 0.430
59. H 0.502
60. H 0.387
61. C -0.300
62. C 1.692
63. C -1.003
64. O -0.223
65. H 0.055
66. H -0.204
67. H 0.301
68. H -0.737
69. H -0.251
70. H 0.310
71. H 0.496
72. H 0.057
73. C -1.534
74. C 0.933
75. C -0.781
76. O -0.605
77. H 0.378
78. H 0.350
79. H 0.366
80. H 0.070
81. H -0.130
82. H 0.319
83. H 0.407
84. H 0.273
85. C -1.483
86. C 0.282
87. C -0.942
88. O -0.591
89. H 0.374
90. H 0.343
91. H 0.353
92. H 0.342
93. H 0.399
94. H 0.249
95. H 0.274
96. H 0.342
97. C -1.499
98. C 0.547
99. C -1.104


6.
Here is C5H6LiO5Tl as an isolated structure from the OMol25 dataset. Energies are from ωB97M-V/def2-TZVPD.

Geometry as ORCA input:
```
! wB97M-V def2-TZVPD RIJCOSX def2/J DEFGRID3
* xyz 0 1
O 1.4378 -0.7846 -1.1133
C 1.3303 -0.1744 0.0625
C 0.8501 -2.0933 -1.0233
O 1.8598 0.8983 0.3290
O 0.9785 -1.0638 1.0312
C 0.9422 -2.3883 0.4662
Tl 0.4604 2.6695 0.1663
H 1.4246 -2.7806 -1.6496
H -0.1939 -2.0241 -1.3564
H 1.8680 -2.9054 0.7455
H 0.0573 -2.9024 0.8520
O -2.3391 -1.4494 0.4793
C -2.5040 -0.7213 -0.6135
C -1.7267 0.3525 -0.9165
O -0.7638 0.7759 -0.0445
Li -1.0754 -0.4786 1.4229
H -3.2336 -1.0588 -1.3719
H -1.7640 0.8173 -1.9090
*
```

Output
- Lowest unoccupied orbital energy: -0.2 eV
- Gap between HOMO and LUMO: 0.217 Ha

For reference, the Mulliken charges in units of e are:
1. O -0.336
2. C 1.111
3. C -0.219
4. O -0.721
5. O -0.472
6. C -0.295
7. Tl 0.531
8. H 0.325
9. H 0.208
10. H 0.276
11. H 0.300
12. O -0.914
13. C -0.130
14. C -0.268
15. O -0.828
16. Li 0.823
17. H 0.325
18. H 0.284